{
  "formula": "C26H56BClIN4O3P",
  "method": "ωB97M-V with the def2-TZVPD basis set",
  "elements": ["C", "C", "C", "C", "N", "C", "C", "C", "Cl", "N", "C", "C", "C", "C", "C", "C", "C", "C", "I", "O", "C", "C", "C", "C", "C", "N", "P", "C", "C", "B", "N", "O", "H", "H", "H", "H", "H", "H", "H", "H", "H", "H", "H", "H", "H", "H", "H", "H", "H", "H", "H", "H", "H", "H", "H", "H", "H", "H", "H", "H", "H", "H", "H", "H", "H", "H", "H", "H", "H", "H", "H", "H", "H", "H", "H", "H", "H", "H", "H", "H", "C", "C", "C", "O", "C", "H", "H", "H", "H", "H", "H", "H", "H"],
  "coordinates": [[3.371, 2.299, 0.573], [2.040, 2.250, 0.342], [1.167, 1.175, 0.956], [0.797, 0.128, -0.122], [1.315, -1.226, 0.130], [2.738, -1.248, -0.229], [3.353, -2.644, -0.149], [4.779, -2.561, -0.670], [5.446, -4.177, -1.028], [1.194, -1.560, 1.505], [0.446, -2.758, 1.852], [0.453, -3.912, 0.838], [-0.825, -4.772, 0.970], [-1.143, -5.200, 2.400], [-0.712, 0.152, -0.462], [-1.041, -0.803, -1.612], [-0.222, -0.665, -2.924], [-1.162, -0.590, -4.151], [1.112, -2.309, -3.288], [-1.002, 1.556, -0.689], [-1.935, 1.904, -1.686], [-3.376, 1.569, -1.279], [-4.511, 2.222, -2.081], [-4.420, 2.077, -3.603], [-4.690, 0.650, -4.042], [-4.387, 0.477, -5.474], [-1.817, 3.755, -1.933], [-0.107, 4.089, -2.532], [-1.882, 4.429, -0.222], [-1.588, -0.308, 0.822], [-2.395, -1.527, 0.787], [-1.642, 0.463, 1.980], [3.807, 1.830, 1.449], [4.058, 2.778, -0.114], [1.585, 2.990, -0.305], [1.733, 0.761, 1.787], [0.285, 1.675, 1.348], [1.280, 0.481, -1.036], [3.313, -0.537, 0.381], [2.857, -0.920, -1.262], [3.411, -2.914, 0.907], [2.764, -3.364, -0.705], [4.794, -2.003, -1.604], [5.430, -2.043, 0.028], [2.050, -1.444, 2.023], [-0.591, -2.543, 2.111], [0.885, -3.138, 2.776], [0.502, -3.573, -0.191], [1.279, -4.582, 1.085], [-0.655, -5.647, 0.341], [-1.638, -4.216, 0.504], [-1.773, -4.471, 2.907], [-1.741, -6.111, 2.367], [-0.244, -5.408, 2.975], [-0.876, -1.803, -1.221], [-2.091, -0.780, -1.893], [0.338, 0.267, -2.911], [-1.416, 0.442, -4.385], [-0.644, -0.975, -5.026], [-2.042, -1.211, -4.007], [-1.729, 1.514, -2.686], [-3.483, 1.911, -0.246], [-3.566, 0.495, -1.259], [-5.425, 1.695, -1.787], [-4.675, 3.255, -1.786], [-3.451, 2.414, -3.969], [-5.185, 2.724, -4.034], [-4.074, -0.035, -3.448], [-5.734, 0.384, -3.875], [-4.094, -0.472, -5.655], [-3.632, 1.097, -5.733], [0.226, 3.241, -3.124], [0.560, 4.248, -1.684], [-0.085, 5.007, -3.112], [-2.700, 3.965, 0.321], [-2.082, 5.494, -0.297], [-0.941, 4.246, 0.296], [-2.520, -1.893, 1.721], [-3.300, -1.372, 0.359], [-0.811, 0.374, 2.458], [2.804, 1.741, 5.788], [4.094, 1.636, 4.981], [3.907, 0.303, 4.270], [2.498, 0.149, 4.067], [1.790, 1.129, 4.832], [2.548, 2.759, 6.078], [2.880, 1.137, 6.695], [4.145, 2.449, 4.252], [4.998, 1.667, 5.587], [4.261, -0.531, 4.885], [4.416, 0.262, 3.305], [1.389, 1.882, 4.144], [0.955, 0.650, 5.345]],
  "atomic_forces_ev_per_a": [[-1.031, 0.127, -0.344], [1.380, -0.310, 0.648], [0.371, 1.394, 0.009], [-0.199, 0.451, -0.152], [0.575, 0.371, 0.340], [0.042, -0.499, -0.496], [0.450, 0.729, 0.638], [-0.403, 0.161, -0.383], [0.132, -0.009, 0.136], [-0.992, 0.191, -0.032], [0.340, -0.603, -0.177], [-0.708, -0.490, 0.723], [0.676, 0.298, -0.358], [-0.585, -0.271, -0.482], [-0.638, -0.699, 0.862], [0.982, -0.192, -0.571], [-1.262, 0.517, -0.233], [0.813, -0.330, -0.155], [0.128, 0.053, 0.146], [0.528, -0.416, -0.591], [-0.289, 1.140, 0.275], [-0.214, 0.443, 0.305], [-0.233, -0.538, -0.151], [-0.458, 0.011, 0.397], [0.580, -0.180, -0.529], [-0.318, 0.172, 0.308], [-1.044, 0.394, -0.782], [-0.050, -0.148, 0.950], [0.467, -0.310, -0.361], [-0.370, -0.069, 0.050], [0.206, 0.538, -0.035], [0.387, -0.766, 0.067], [0.030, -0.612, -0.313], [-0.105, 0.663, 0.362], [-0.017, -0.444, -0.591], [-0.160, -0.328, 0.037], [-0.185, -0.217, 0.046], [0.048, -0.177, -0.128], [0.030, -0.024, 0.175], [-0.253, 0.174, -0.016], [-0.198, -0.495, -0.042], [-0.053, -0.062, -0.038], [0.089, -0.087, -0.122], [0.144, -0.161, 0.103], [0.071, 0.049, 0.042], [-0.029, 0.310, -0.134], [0.016, 0.110, 0.133], [0.308, 0.180, -0.027], [0.336, 0.144, -0.372], [-0.123, -0.141, 0.034], [-0.244, -0.028, 0.204], [0.243, 0.181, 0.223], [0.038, -0.106, 0.131], [0.056, 0.052, 0.120], [-0.060, -0.029, 0.150], [-0.131, 0.162, 0.156], [0.527, -0.223, 0.029], [-0.348, 0.036, 0.155], [-0.063, 0.069, -0.154], [-0.168, 0.090, 0.025], [0.282, -0.317, 0.129], [0.019, -0.136, 0.126], [0.297, -0.127, -0.041], [-0.092, 0.081, 0.117], [0.262, 0.164, -0.092], [0.068, 0.056, -0.057], [0.098, 0.101, -0.216], [-0.037, -0.015, 0.196], [-0.087, 0.036, 0.121], [0.040, -0.043, -0.167], [0.125, -0.080, -0.097], [0.166, 0.031, -0.129], [0.215, -0.211, -0.070], [-0.146, -0.047, -0.248], [-0.050, -0.054, 0.074], [0.066, 0.112, 0.081], [-0.038, 0.040, 0.229], [-0.493, 0.183, 0.093], [0.007, -0.423, -0.274], [0.195, 0.450, 0.115], [0.037, -0.094, 0.081], [-0.028, 0.105, -0.100], [-0.003, -0.070, 0.102], [0.095, -0.031, -0.016], [-0.051, 0.101, -0.120], [0.001, 0.012, -0.026], [-0.017, 0.005, 0.002], [0.009, -0.011, -0.006], [-0.006, -0.021, 0.018], [0.056, 0.021, -0.007], [-0.047, -0.030, -0.029], [-0.015, 0.028, 0.037], [0.008, -0.062, -0.033]],
  "homo_ha": -0.2953,
  "energy_ha": -2593.0583,
  "homo_lumo_gap_ev": 8.57,
  "smiles": "C=CC[C@@H](N(CCCCl)NCCCC)[C@](C[C@H](C)I)(O[C@@H](CCCCN)P(C)C)B(N)O.C1CCOC1"
}